*A*
This record from the OMol25 dataset describes one molecule with the formula C6H8ClNO2S. The level of theory is wB97M-V/def2-TZVPD.

Multiplicity: 1
LUMO energy (Eh): -0.0086
Charge: 0
Frontier orbital gap (eV): 9.681

```
19
C6H8ClNO2S, DFT wB97M-V/def2-TZVPD
O 1.4275 2.1292 0.6292
O 0.3010 -2.3563 0.2885
Cl -0.8623 -1.3404 3.4581
C 1.0438 0.9599 0.8622
C 0.0152 -0.5529 2.2118
C 0.6593 0.5781 2.1674
N 0.9657 0.0132 -0.1228
S -0.3568 -1.0583 0.5326
C 0.8359 1.4092 3.3889
C 0.0545 1.2692 -2.1182
C 1.0248 0.1929 -1.5352
H -0.0919 1.8311 3.7617
H 1.5495 2.2602 3.1820
H 1.2921 0.6999 4.1724
H -0.8894 1.0153 -1.6600
H 0.4094 2.3543 -2.0390
H -0.0077 1.0684 -3.2007
H 2.0078 0.3481 -1.9254
H 0.6758 -0.7666 -1.9991
```

***

*B*
This record from the OMol25 dataset describes one molecule with the formula C6H8ClNO2S. The level of theory is wB97M-V/def2-TZVPD.

SMILES: CC1=C(C(=O)Cl)[C@@H](C)N(S)O1
Multiplicity: 1
LUMO energy (Eh): 0.0041
Charge: 0
Frontier orbital gap (eV): 9.250

```
19
C6H8ClNO2S, DFT wB97M-V/def2-TZVPD
C 0.6925 2.6174 -0.3770
C 0.1299 1.1689 -0.4982
C 0.8581 0.0407 -0.6331
C 2.2422 -0.0332 -0.9190
O 3.0552 0.8443 -1.0485
Cl 2.8957 -1.6944 -1.0343
C 0.0394 -1.2141 -0.3002
C 0.4447 -1.8136 1.0951
N -1.3068 -0.6293 -0.2252
S -2.5554 -1.0612 -1.2572
O -1.1784 1.0307 -0.4238
H 0.6405 3.0192 -1.3509
H 1.7020 2.4358 -0.0326
H 0.0247 3.0839 0.4183
H 0.2765 -1.8661 -1.0320
H 1.4303 -2.3507 0.9076
H -0.3657 -2.5248 1.4507
H 0.6543 -1.1555 1.9093
H -3.5313 -0.9322 -0.3037
```

***

Decreasing stability: *A*, *B*

***

*A*
This record from the OMol25 dataset describes C26H33BN4O3S5SbSn as an isolated structure. The level of theory is wB97M-V/def2-TZVPD.

⟨S²⟩: 0.776
Multiplicity: 2
LUMO energy (spin up / spin down) (Eh): 0.1562 / 0.1562
Charge: -2
Frontier orbital gap (spin up / spin down) (eV): 5.411 / 6.405

```
74
C26H33BN4O3S5SbSn, DFT wB97M-V/def2-TZVPD
Sn -0.4465 -0.8808 0.2939
C -3.8756 -1.7973 -4.3111
C -2.5750 -1.3863 -4.0359
C -2.0987 -1.3672 -2.7386
C -2.9050 -1.7799 -1.6653
C -4.2173 -2.1946 -1.9500
C -4.6851 -2.1946 -3.2536
N -2.3774 -1.7881 -0.3828
N -3.1362 -2.3727 0.5370
C -2.5412 -2.4429 1.7764
C -3.2639 -3.0825 2.8002
C -2.7142 -3.2224 4.0590
C -1.4350 -2.7346 4.3218
C -0.7263 -2.0939 3.3076
C -1.2519 -1.9216 2.0338
H -4.2467 -1.8014 -5.3290
H -1.9242 -1.0757 -4.8449
H -1.0798 -1.0525 -2.5426
H -4.8435 -2.5121 -1.1302
H -5.7042 -2.5141 -3.4462
H -4.2536 -3.4619 2.5728
H -3.2789 -3.7168 4.8425
H -0.9960 -2.8503 5.3068
H 0.2674 -1.7180 3.5334
S 0.0155 4.6466 1.5109
Sb -1.1289 3.3004 0.0391
S 0.8498 2.5978 -1.5316
S -1.4109 1.2491 1.2980
C 3.4226 -0.3997 -0.9820
N 3.4445 -1.7933 -1.3787
C 3.5174 -2.8268 -0.5238
N 3.7530 -2.5411 0.7663
S 3.3658 -4.4191 -1.0675
H 3.3433 0.2211 -1.8714
H 4.3369 -0.1358 -0.4461
H 2.5551 -0.1825 -0.3570
H 3.1315 -2.0451 -2.2992
H 3.6790 -1.6176 1.1947
H 3.7207 -3.3282 1.3888
C 0.2385 1.7743 5.9624
C 0.4294 1.3916 4.4992
C 1.8326 0.8464 4.2633
S 2.0996 0.2796 2.5668
O 3.5034 -0.2910 2.5280
C 2.1401 1.8350 1.6573
C 3.5051 2.4933 1.5291
C 4.0453 3.1113 2.8134
H -0.7715 2.1499 6.1309
H 0.9404 2.5587 6.2579
H 0.3943 0.9164 6.6224
H 0.2355 2.2579 3.8644
H -0.3069 0.6420 4.2032
H 1.9994 -0.0596 4.8540
H 2.6103 1.5657 4.5187
H 1.4015 2.5174 2.0822
H 1.7648 1.5653 0.6697
H 3.3754 3.2758 0.7764
H 4.2280 1.7764 1.1337
H 3.2977 3.7673 3.2661
H 4.9375 3.7079 2.6100
H 4.3238 2.3392 3.5310
O -1.4012 2.3190 -3.2484
B -0.0300 2.1228 -2.9851
O 0.5793 1.5477 -4.1294
C -0.4150 1.4132 -5.0523
C -0.3433 0.9023 -6.3275
C -1.5284 0.8806 -7.0689
C -2.7202 1.3540 -6.5358
C -2.7822 1.8659 -5.2383
C -1.6111 1.8827 -4.5193
H 0.5902 0.5297 -6.7275
H -1.5161 0.4798 -8.0747
H -3.6241 1.3095 -7.1301
H -3.7085 2.2083 -4.7983
```

***

*B*
This record from the OMol25 dataset describes C26H33BN4O3S5SbSn as an isolated structure. The level of theory is wB97M-V/def2-TZVPD.

⟨S²⟩: 0.777
Multiplicity: 2
LUMO energy (spin up / spin down) (Eh): 0.1473 / 0.1472
Charge: -2
Frontier orbital gap (spin up / spin down) (eV): 4.374 / 5.510

```
74
C26H33BN4O3S5SbSn, DFT wB97M-V/def2-TZVPD
Sn 0.7438 0.6495 0.0884
C -2.3703 4.9120 -3.1329
C -1.4974 4.6699 -2.0736
C -1.0702 3.3873 -1.7930
C -1.4960 2.2862 -2.5531
C -2.3788 2.5448 -3.6245
C -2.8039 3.8329 -3.8990
N -1.0424 1.0262 -2.2062
N -1.7465 0.0776 -2.7819
C -1.4345 -1.2217 -2.5838
C -2.5210 -2.1251 -2.7536
C -2.4244 -3.4535 -2.4216
C -1.2210 -3.9756 -1.9223
C -0.1167 -3.1411 -1.8664
C -0.1669 -1.7905 -2.2373
H -2.7076 5.9186 -3.3516
H -1.1484 5.4902 -1.4566
H -0.4192 3.2047 -0.9466
H -2.7144 1.7038 -4.2149
H -3.4934 4.0010 -4.7204
H -3.4539 -1.7024 -3.1089
H -3.2879 -4.1035 -2.5224
H -1.1444 -5.0165 -1.6312
H 0.8396 -3.5467 -1.5503
S 3.7015 4.4534 2.0741
Sb 1.8790 3.9521 0.7310
S 2.6442 2.0636 -0.7030
S 0.4935 2.3430 2.0038
C 3.2600 1.6548 4.8019
N 2.9249 0.4813 4.0120
C 3.2342 0.3321 2.7092
N 4.0950 1.1835 2.1478
S 2.5650 -0.9853 1.8651
H 2.9148 1.4927 5.8224
H 2.8019 2.5609 4.3997
H 4.3435 1.7983 4.8144
H 2.1298 -0.0614 4.2960
H 4.0779 2.1507 2.4834
H 4.0852 1.1495 1.1338
C -0.5320 -2.2527 4.2128
C -0.7041 -0.7632 3.9173
C -1.9438 -0.4584 3.0827
S -1.8148 -1.2404 1.4216
O -2.4379 -0.2783 0.4782
C -3.0884 -2.5797 1.6457
C -4.4163 -2.1928 1.0136
C -5.1867 -1.1560 1.8303
H 0.2944 -2.4222 4.9057
H -0.3080 -2.7972 3.2924
H -1.4386 -2.6768 4.6594
H 0.1669 -0.4074 3.3610
H -0.7543 -0.1916 4.8490
H -1.9905 0.6057 2.8409
H -2.8630 -0.7719 3.5821
H -3.1888 -2.7894 2.7138
H -2.6525 -3.4470 1.1458
H -5.0186 -3.0983 0.8843
H -4.2111 -1.7864 0.0233
H -5.3698 -1.5129 2.8495
H -6.1504 -0.9322 1.3666
H -4.6156 -0.2277 1.8718
O 2.3122 -1.4682 -1.6615
B 1.1956 -1.1138 -2.4401
O 1.6182 -0.3584 -3.5402
C 2.9751 -0.2437 -3.4220
C 3.8733 0.3771 -4.2576
C 5.2200 0.3208 -3.8935
C 5.6351 -0.3358 -2.7402
C 4.7189 -0.9760 -1.9047
C 3.3973 -0.9177 -2.2795
H 3.5511 0.9004 -5.1484
H 5.9590 0.8121 -4.5160
H 6.6878 -0.3395 -2.4827
H 5.0053 -1.4775 -0.9891
```

***

Decreasing stability: *A*, *B*

***

*A*
This record from the OMol25 dataset describes C25H38FN4O5PS5SbW as an isolated structure. The level of theory is wB97M-V/def2-TZVPD.

⟨S²⟩: 0.791
Multiplicity: 2
LUMO energy (spin up / spin down) (Eh): -0.0126 / -0.0135
Charge: 0
Frontier orbital gap (spin up / spin down) (eV): 6.393 / 6.370

```
81
C25H38FN4O5PS5SbW, DFT wB97M-V/def2-TZVPD
W 0.1995 0.5110 0.3735
O -3.6635 -0.6345 -1.5986
C -3.7732 0.3828 -2.4770
C -4.9021 0.3875 -3.2975
C -5.0897 1.3920 -4.2219
C -4.1549 2.4189 -4.3505
C -3.0383 2.4177 -3.5441
C -2.8231 1.4088 -2.5972
C -1.6059 1.4503 -1.7670
O -1.4565 0.4987 -0.8510
N -0.7445 2.3941 -1.9237
N 0.3456 2.2523 -1.0518
C 1.2718 3.1137 -1.3075
S 1.1049 4.2571 -2.6193
C 2.5844 5.2016 -2.1633
C 3.6011 4.2424 -1.5842
S 2.7519 3.1628 -0.4024
H -2.8454 -0.4819 -1.0840
H -5.6119 -0.4208 -3.1816
H -5.9710 1.3777 -4.8506
H -4.3021 3.2063 -5.0768
H -2.2960 3.1996 -3.6290
H 2.3108 5.9696 -1.4403
H 2.9581 5.6814 -3.0674
H 4.3920 4.7620 -1.0453
H 4.0460 3.6178 -2.3581
N -1.1422 2.2274 1.2209
C -0.7051 2.7514 2.5289
C 0.8069 2.7567 2.5202
N 1.2397 1.4143 2.1181
H -1.1208 2.9635 0.5209
H -2.0983 1.8815 1.2693
H -1.0754 2.0729 3.2985
H -1.1119 3.7467 2.7152
H 1.2115 3.0303 3.4965
H 1.1776 3.4782 1.7909
H 1.1140 0.7512 2.8843
H 2.2682 1.3746 1.9351
S 4.3316 0.6405 1.5948
Sb 3.4330 -1.1736 0.5219
S 1.2290 -1.4625 1.6116
S 1.8857 -0.1273 -1.1275
C -2.1522 -4.3465 0.8977
C -1.6850 -2.9432 0.6019
O -1.7212 -2.1941 1.8368
P -1.3396 -0.6412 1.8868
O -1.1122 -0.4771 3.4673
C -0.6865 -1.5187 4.3806
C -1.8688 -2.1201 5.1015
O -2.7934 0.0679 1.7254
C -3.9546 -0.3833 2.4563
C -4.8827 -1.1547 1.5483
H -2.1263 -4.9365 -0.0195
H -3.1728 -4.3508 1.2832
H -1.4977 -4.8196 1.6307
H -2.3321 -2.4649 -0.1371
H -0.6593 -2.9346 0.2399
H -0.0035 -1.0257 5.0714
H -0.1251 -2.2665 3.8262
H -2.4665 -1.3484 5.5889
H -1.5145 -2.8115 5.8682
H -2.4987 -2.6802 4.4100
H -4.4375 0.5160 2.8409
H -3.6349 -0.9836 3.3074
H -5.1721 -0.5541 0.6871
H -5.7817 -1.4402 2.0976
H -4.4018 -2.0620 1.1828
F -0.5312 -8.2284 -3.4948
C -0.4545 -6.9004 -3.2682
C -1.0018 -6.0312 -4.1981
C -0.9242 -4.6749 -3.9658
C -0.3016 -4.1598 -2.8005
C -0.2309 -2.7862 -2.5405
C 0.2470 -5.0968 -1.8869
C 0.1716 -6.4539 -2.1154
H -1.4769 -6.4310 -5.0838
H -1.3493 -3.9819 -4.6811
H -0.6201 -2.0527 -3.2331
H 0.2193 -2.4299 -1.6203
H 0.7421 -4.7282 -0.9956
H 0.5911 -7.1729 -1.4247
```

***

*B*
This record from the OMol25 dataset describes C25H38FN4O5PS5SbW as an isolated structure. The level of theory is wB97M-V/def2-TZVPD.

⟨S²⟩: 0.760
Multiplicity: 2
LUMO energy (spin up / spin down) (Eh): -0.0233 / -0.0125
Charge: 0
Frontier orbital gap (spin up / spin down) (eV): 6.136 / 6.975

```
81
C25H38FN4O5PS5SbW, DFT wB97M-V/def2-TZVPD
W -1.6445 0.5092 -0.3178
O -1.1420 1.4976 5.1227
C -1.9736 0.4267 5.0307
C -2.6908 0.0025 6.1463
C -3.5347 -1.0902 6.0723
C -3.6749 -1.7813 4.8775
C -2.9647 -1.3587 3.7699
C -2.1101 -0.2564 3.8147
C -1.4070 0.1024 2.5618
O -1.5553 -0.6704 1.5407
N -0.6632 1.1715 2.5016
N -0.0077 1.2078 1.2407
C 1.1921 1.6269 1.4313
S 2.4345 1.8390 0.2095
C 3.3896 3.0182 1.1973
C 3.3840 2.4813 2.6117
S 1.6752 2.0656 3.0641
H -1.1743 1.8282 6.0269
H -2.5787 0.5433 7.0803
H -4.0836 -1.4001 6.9524
H -4.3331 -2.6364 4.8092
H -3.0583 -1.8780 2.8269
H 2.9335 4.0064 1.1411
H 4.3901 3.0563 0.7676
H 3.7366 3.2290 3.3218
H 4.0084 1.5912 2.6916
N -1.8240 2.8275 0.1039
C -0.6856 3.6200 -0.3776
C -0.1734 3.0054 -1.6697
N -0.1540 1.5238 -1.6078
H -2.6999 3.1031 -0.3282
H -1.9458 2.9146 1.1100
H 0.0817 3.6207 0.3915
H -0.9611 4.6607 -0.5634
H 0.8194 3.3869 -1.9105
H -0.8454 3.2833 -2.4755
H 0.7558 1.1644 -1.3260
H -0.3147 1.1611 -2.5514
S -5.5395 -1.4976 -1.8941
Sb -4.2403 -1.5904 -0.0824
S -1.7887 -1.5832 -1.1105
S -3.8398 0.7988 0.5504
C 5.8350 -2.0192 -0.2358
C 4.5477 -1.2551 -0.0315
O 3.4553 -2.1502 -0.2352
P 1.9851 -1.6906 0.3218
O 1.3196 -3.1367 0.0800
C 0.2086 -3.5344 0.9154
C 0.7061 -4.3581 2.0806
O 1.4374 -0.8227 -0.9660
C 1.4420 -1.3675 -2.3053
C 2.4610 -0.6489 -3.1624
H 6.6929 -1.3578 -0.1041
H 5.8708 -2.4384 -1.2414
H 5.9102 -2.8374 0.4797
H 4.4750 -0.4210 -0.7378
H 4.4972 -0.8343 0.9794
H -0.4546 -4.1068 0.2689
H -0.3456 -2.6537 1.2453
H 1.2726 -5.2212 1.7303
H -0.1390 -4.7113 2.6744
H 1.3509 -3.7603 2.7275
H 0.4321 -1.2396 -2.7010
H 1.6453 -2.4369 -2.2635
H 2.2917 0.4312 -3.1595
H 2.3833 -0.9940 -4.1946
H 3.4744 -0.8408 -2.8096
F -0.7588 -0.7893 -7.1668
C -1.2544 -0.3143 -6.0015
C -2.0667 -1.1290 -5.2337
C -2.5596 -0.6478 -4.0346
C -2.2499 0.6404 -3.5698
C -2.7583 1.1045 -2.2351
C -1.4792 1.4418 -4.4169
C -0.9644 0.9751 -5.6259
H -2.3161 -2.1217 -5.5843
H -3.2246 -1.2668 -3.4485
H -3.7566 0.6938 -2.0944
H -2.8758 2.1955 -2.2502
H -1.3099 2.4834 -4.1718
H -0.3730 1.6090 -6.2730
```

***

Decreasing stability: *A*, *B*